--- one ---
The following is a DFT calculation (ωB97M-V/def2-TZVPD) of a 5-piece molecular cluster, C9H15F2N3O12 overall.

Each line ends with the Mulliken charge.
Positions of all 41 atoms, in Å:
O: -16.49 -11.40 -10.84  -0.51
C: -15.74 -11.94 -10.11  0.67
O: -15.10 -11.27 -9.13  -0.32
C: -14.24 -12.17 -8.40  -0.21
C: -14.54 -13.52 -9.04  0.26
F: -15.38 -14.29 -8.24  -0.27
O: -15.26 -13.20 -10.20  -0.36
H: -13.21 -11.93 -8.67  0.31
H: -14.51 -12.05 -7.35  0.20
H: -13.63 -14.10 -9.17  0.26
O: -15.41 -12.89 -5.28  -0.46
C: -15.68 -13.36 -4.22  0.54
O: -14.88 -13.34 -3.15  -0.34
C: -15.48 -14.18 -2.14  -0.42
C: -16.94 -14.13 -2.56  0.27
F: -17.52 -13.02 -2.02  -0.28
O: -16.85 -13.97 -3.96  -0.24
H: -15.08 -15.19 -2.26  0.30
H: -15.33 -13.77 -1.15  0.31
H: -17.55 -15.00 -2.31  0.29
C: -17.35 -8.33 -9.22  -0.46
N: -18.30 -7.63 -10.15  0.90
O: -17.85 -7.20 -11.19  -0.55
O: -19.46 -7.56 -9.81  -0.54
H: -17.19 -9.31 -9.66  0.12
H: -17.81 -8.30 -8.24  0.26
H: -16.41 -7.79 -9.25  0.29
C: -18.55 -13.19 -6.99  -0.26
N: -19.33 -11.94 -7.29  0.91
O: -18.70 -11.04 -7.80  -0.51
O: -20.45 -11.87 -6.84  -0.57
H: -19.21 -14.00 -7.30  0.31
H: -18.43 -13.18 -5.91  0.19
H: -17.64 -13.19 -7.57  -0.10
C: -23.84 -11.25 -7.01  -0.51
N: -24.47 -12.56 -6.68  0.87
O: -23.76 -13.38 -6.15  -0.53
O: -25.62 -12.75 -6.99  -0.54
H: -23.81 -10.71 -6.07  0.26
H: -24.40 -10.74 -7.79  0.29
H: -22.83 -11.49 -7.32  0.17

Its LUMO energy is 0.137 eV. For the frontier orbital gap, the calculation gives 10.646 eV.



--- two ---
The following is a DFT calculation (ωB97M-V/def2-TZVPD) of a 5-piece molecular cluster, C9H15F2N3O12 overall.

Each line ends with the Mulliken charge.
Positions of all 41 atoms, in Å:
O: -5.62 -3.74 2.29  -0.49
C: -5.22 -2.77 1.72  0.61
O: -4.59 -2.75 0.55  -0.38
C: -4.09 -1.45 0.25  -0.36
C: -4.78 -0.58 1.31  1.00
F: -5.48 0.46 0.74  -0.30
O: -5.50 -1.49 2.07  -0.36
H: -3.06 -1.55 0.61  0.19
H: -4.19 -1.17 -0.79  0.32
H: -4.03 -0.07 1.92  -0.27
O: 2.69 -0.62 -1.57  -0.51
C: 1.87 -0.39 -0.73  0.64
O: 0.57 -0.44 -0.96  -0.31
C: -0.15 0.34 -0.03  0.17
C: 0.86 0.47 1.12  0.35
F: 0.53 -0.56 1.97  -0.29
O: 2.07 0.24 0.44  -0.37
H: -0.40 1.32 -0.44  0.29
H: -1.04 -0.19 0.28  -0.19
H: 0.96 1.42 1.62  0.28
C: 5.55 1.81 -1.31  -0.50
N: 6.20 3.05 -0.81  0.87
O: 7.27 3.39 -1.25  -0.53
O: 5.56 3.70 0.00  -0.53
H: 5.42 2.00 -2.38  0.28
H: 4.58 1.59 -0.88  0.11
H: 6.32 1.07 -1.08  0.28
C: 1.02 -2.40 -3.56  -0.70
N: 1.49 -3.09 -4.81  0.90
O: 1.10 -2.67 -5.87  -0.54
O: 2.18 -4.08 -4.67  -0.53
H: 1.39 -1.38 -3.59  0.27
H: 1.38 -3.01 -2.75  0.32
H: -0.06 -2.40 -3.70  0.28
C: -1.18 2.76 3.74  -0.77
N: -2.00 1.70 3.09  0.90
O: -2.43 0.84 3.84  -0.51
O: -2.18 1.69 1.89  -0.52
H: -1.71 2.89 4.68  0.31
H: -1.14 3.66 3.14  0.30
H: -0.17 2.40 3.92  0.29

Its LUMO energy is -0.958 eV. For the frontier orbital gap, the calculation gives 10.041 eV.



Most stable one: one, least stable one: two.